Below is the molecule C4H7NO, with properties calculated with ωB97M-V/def2-TZVPD.

```
13
C4H7NO | the OMol25 dataset | ωB97M-V/def2-TZVPD
H -2.1635 0.5413 1.9006
N -1.7946 0.8234 0.9905
C -1.3097 -0.2186 0.4490
C -0.6305 -0.1334 -0.8786
C 0.8967 -0.2370 -0.7572
C 1.6802 0.3804 0.3117
O 1.4046 -1.0133 0.3314
H -1.3516 -1.1777 0.9449
H -1.0871 0.7982 -1.2370
H -0.9473 -0.9191 -1.5746
H 1.4276 -0.4530 -1.6842
H 2.7225 0.6531 0.1355
H 1.1527 0.9557 1.0680
```

## Properties
- SMILES = [H]/N=C/C[C@H]1CO1
- spin multiplicity = 1

---

Below is a structure of composition C49H39CaN7PS, with properties calculated with ωB97M-V/def2-TZVPD.

```
98
C49H39CaN7PS | the OMol25 dataset | ωB97M-V/def2-TZVPD
Ca 0.0226 0.2872 0.1915
C -1.8590 -2.8788 -4.1788
N -1.5353 -1.6220 -3.5070
C -1.0629 -1.4804 -2.2447
N -0.8421 -0.2039 -1.9826
C -1.1684 0.5027 -3.1022
C -1.6073 -0.3625 -4.0714
C -2.0518 -0.0973 -5.4503
C -1.2163 0.6106 -6.3107
C -1.6321 0.9073 -7.5996
C -2.8825 0.4947 -8.0386
C -3.7198 -0.2105 -7.1853
C -3.3089 -0.5014 -5.8937
C -0.9657 1.9627 -3.0881
C -1.9014 2.8581 -3.5910
C -1.6790 4.2243 -3.4907
C -0.5279 4.7093 -2.8857
C 0.4194 3.8217 -2.3920
C 0.2016 2.4551 -2.4990
P -0.7323 -2.8589 -1.0820
C 1.0200 -2.4892 -0.6686
N 1.5778 -1.2893 -0.5616
C 2.9161 -1.4806 -0.3547
C 3.1694 -2.8297 -0.3182
N 1.9637 -3.4493 -0.5376
C 1.7408 -4.8892 -0.4701
C 4.3989 -3.5732 0.0130
C 4.8920 -3.4577 1.3112
C 6.0524 -4.1255 1.6733
C 6.7174 -4.9104 0.7413
C 6.2250 -5.0317 -0.5512
C 5.0669 -4.3622 -0.9174
C 3.8509 -0.3425 -0.2540
C 5.1832 -0.4927 -0.6342
C 6.0699 0.5707 -0.5622
C 5.6446 1.8117 -0.1138
C 4.3184 1.9805 0.2581
C 3.4362 0.9136 0.1872
C -1.6733 -2.2632 0.3777
N -1.8141 -1.0060 0.7796
C -2.6772 -1.0129 1.8420
C -3.0504 -2.3095 2.0981
N -2.4219 -3.0813 1.1512
C -2.4514 -4.5395 1.1037
C -3.8340 -2.8937 3.2023
C -3.2923 -2.8286 4.4844
C -3.9919 -3.3542 5.5603
C -5.2307 -3.9469 5.3565
C -5.7711 -4.0174 4.0794
C -5.0746 -3.4897 3.0022
C -3.1025 0.2374 2.5009
C -2.3348 1.3995 2.4421
C -2.7510 2.5730 3.0502
C -3.9567 2.6101 3.7362
C -4.7370 1.4662 3.7950
C -4.3168 0.2955 3.1827
H -1.1386 -3.6364 -3.8830
H -1.7907 -2.7157 -5.2503
H -2.8662 -3.2017 -3.9232
H -0.2399 0.9289 -5.9671
H -0.9788 1.4571 -8.2636
H -3.2068 0.7250 -9.0446
H -4.6989 -0.5258 -7.5204
H -3.9762 -1.0297 -5.2230
H -2.8097 2.4864 -4.0485
H -2.4142 4.9158 -3.8803
H -0.3629 5.7753 -2.8067
H 1.3362 4.1862 -1.9470
H 0.9814 1.7644 -2.1860
H 2.4982 -5.3196 0.1794
H 1.8086 -5.3402 -1.4583
H 0.7634 -5.0762 -0.0347
H 4.3535 -2.8503 2.0285
H 6.4359 -4.0362 2.6807
H 7.6233 -5.4308 1.0233
H 6.7484 -5.6424 -1.2747
H 4.6902 -4.4406 -1.9306
H 5.5332 -1.4478 -1.0014
H 7.0988 0.4272 -0.8645
H 6.3376 2.6400 -0.0546
H 3.9688 2.9384 0.6203
H 2.4238 1.1052 0.5278
H -2.6936 -4.9071 2.0967
H -1.4654 -4.9039 0.8293
H -3.1963 -4.8890 0.3914
H -2.3208 -2.3710 4.6278
H -3.5706 -3.3042 6.5553
H -5.7768 -4.3549 6.1967
H -6.7378 -4.4778 3.9254
H -5.5021 -3.5275 2.0070
H -1.3688 1.4407 1.9488
H -2.1250 3.4537 2.9959
H -4.2830 3.5228 4.2159
H -5.6847 1.4843 4.3166
H -4.9506 -0.5791 3.2310
S 0.8892 -2.8806 2.8954
C 0.8670 -1.2679 2.5622
N 0.8104 -0.1394 2.2422
```

## Properties
- spin multiplicity = 1
- net charge = +1

---

Below is the molecule C5H10, with properties calculated with ωB97M-V/def2-TZVPD.

```
15
C5H10 | the OMol25 dataset | ωB97M-V/def2-TZVPD
C -2.5620 -0.3282 -0.0186
C -1.2567 0.4021 -0.0179
C -0.0274 -0.1145 -0.0342
C 1.2514 0.5675 0.0888
C 2.4213 -0.4051 -0.0643
H -3.1483 -0.0088 -0.5941
H -2.3773 -1.3739 -0.0497
H -3.1598 0.0139 0.8038
H -1.4625 1.4961 -0.1862
H 0.0990 -1.2402 0.1126
H 1.5399 1.4438 -0.7801
H 1.4503 1.1451 1.0077
H 2.4087 -0.9686 -0.8736
H 2.3273 -1.2225 0.8308
H 3.3629 -0.0156 0.0060
```

## Properties
- SMILES = C/C=C/CC
- spin multiplicity = 1

---

Below is the molecule C4H12N2, with properties calculated with ωB97M-V/def2-TZVPD.

```
18
C4H12N2 | the OMol25 dataset | ωB97M-V/def2-TZVPD
N 2.3055 1.3369 -0.7159
C 1.0594 0.7977 -1.2545
C -0.1800 0.8584 -0.2703
C -0.0464 -0.1702 0.8784
C -0.7734 -1.5163 0.5882
N -2.1794 -1.3315 0.9829
H 2.3079 1.4371 0.2717
H 2.4979 2.2418 -1.1131
H 1.4140 -0.2218 -1.6355
H 0.7066 1.2722 -2.1920
H -0.1735 1.7841 0.0337
H -1.0372 0.6021 -0.8030
H -0.3705 0.3618 1.8543
H 1.0191 -0.3104 1.0190
H -0.7604 -1.9791 -0.4109
H -0.2904 -2.3215 1.1242
H -2.7662 -0.6649 0.4847
H -2.7330 -2.1764 1.1581
```

## Properties
- SMILES = NCCCCN
- spin multiplicity = 1

---

Below is a cluster of 3 separate species, C14H21ClF9IN2O3P in total, with properties calculated with ωB97M-V/def2-TZVPD.

```
52
C14H21ClF9IN2O3P | the OMol25 dataset | ωB97M-V/def2-TZVPD
C 2.3481 -2.4949 2.0212
C 2.8003 -1.4433 0.8690
C 1.4399 -0.7534 0.3578
I 1.3113 -1.5092 -1.7491
C 1.5216 0.8324 0.1926
P 2.2327 1.7037 1.7274
O 3.8920 1.9479 1.2605
Cl 2.3221 0.5274 3.4559
C 0.0512 1.4910 0.0708
F 0.3462 2.9023 0.0596
F -0.4777 1.2760 -1.2455
C -0.9804 1.2472 1.2277
F -0.6216 0.4565 2.3085
F -1.2729 2.5235 1.8111
C -2.4546 0.7405 0.7776
F -3.2437 0.8749 1.9593
F -3.0544 1.6231 -0.1410
C -2.5630 -0.7795 0.3653
F -3.9460 -1.0300 0.1537
F -1.9422 -1.1306 -0.8158
F -2.1752 -1.6960 1.3302
H 3.1260 -2.6177 2.8371
H 2.0612 -3.5004 1.5571
H 1.3880 -2.1199 2.5228
H 3.3113 -2.0743 0.0782
H 3.5696 -0.7122 1.2602
H 0.5008 -1.1621 0.8262
H 3.9257 1.7512 0.3000
C 2.5436 -3.7786 -6.2129
C 2.5617 -3.7375 -4.7073
O 1.6855 -3.1851 -4.0623
N 3.5984 -4.3417 -4.0646
C 4.7254 -5.0430 -4.6396
H 1.6591 -3.2565 -6.5767
H 3.4288 -3.2801 -6.6140
H 2.5019 -4.8132 -6.5608
H 3.5400 -4.2710 -3.0582
H 4.7232 -6.0677 -4.2613
H 5.6423 -4.5466 -4.3145
H 4.6889 -5.0590 -5.7266
C -5.0602 3.9181 4.2639
C -5.0829 5.2640 3.5893
O -5.6134 6.2414 4.1043
N -4.4898 5.3730 2.3717
C -3.8165 4.3437 1.6047
H -5.5705 3.9879 5.2244
H -5.5795 3.1801 3.6492
H -4.0297 3.6037 4.4419
H -4.5445 6.3026 1.9822
H -2.7880 4.6641 1.4307
H -4.3258 4.2440 0.6439
H -3.8144 3.3834 2.1143
```

## Properties
- spin multiplicity = 1
- net charge = -1

---

Below is the molecule C12H12O5, with properties calculated with ωB97M-V/def2-TZVPD.

```
29
C12H12O5 | the OMol25 dataset | ωB97M-V/def2-TZVPD
C -0.1267 -1.7913 5.0673
C -0.1726 -0.9288 3.7248
C -0.4966 -1.5613 2.5395
C -0.2971 -0.7612 1.3671
C 0.0225 -1.4133 0.1637
C 0.3610 -2.8245 0.0415
O 0.9942 -3.3789 0.9687
C 0.2864 -0.6128 -1.1054
O 0.4551 -1.1897 -2.1928
C -0.0802 0.8821 -1.2332
C -1.4191 0.8511 -1.9794
O 0.9305 1.6162 -2.0932
C -0.2359 1.5437 0.2267
O 0.6281 2.5780 0.3535
C -0.0869 0.6575 1.4349
C 0.0847 1.2543 2.7404
O 0.0878 0.4240 3.8735
H -0.3954 -2.8661 4.8884
H 0.8072 -1.7870 5.4753
H -0.7255 -1.4664 5.9117
H -0.7265 -2.6175 2.6586
H 0.0176 -3.5012 -0.7317
H -2.0068 1.8462 -2.0289
H -1.1511 0.5232 -2.9911
H -2.0753 0.0281 -1.5710
H 1.2663 0.9506 -2.6835
H -1.3506 1.7630 0.1284
H 0.7993 2.8765 -0.5655
H 0.3989 2.2782 3.0064
```

## Properties
- SMILES = CC1=CC2=C(C=O)C(=O)[C@](C)(O)[C@H](O)C2=CO1
- spin multiplicity = 1

---

Below is the ion C2H6I2N3 with charge +1, with properties calculated with ωB97M-V/def2-TZVPD.

```
13
C2H6I2N3 | the OMol25 dataset | ωB97M-V/def2-TZVPD
C 0.8007 0.4211 -0.6702
C -3.3414 -0.7065 1.0249
N 0.3287 -1.7317 -1.0188
N 0.9838 -0.7640 -1.3131
N -0.0284 0.4289 0.5330
I -1.9767 -1.5806 -0.0237
I -4.3807 0.8171 0.1108
H 1.7607 0.8129 -0.6079
H 0.3926 1.1110 -1.4199
H -3.5751 -0.7862 2.0456
H 0.5882 -2.5880 -1.5306
H 0.4078 0.5844 1.4712
H -0.6414 1.3012 0.5137
```

## Properties
- spin multiplicity = 1
- net charge = +1

---

The evaluated DFT total energy for the records listed, in turn: -7797.138, -100440.515, -5343.964, -7321.462, -78351.289, -22872.487, -22831.380 eV.